1.
Formula: C40H57ClF9INO8
Source: the Open Molecules 2025 dataset
Level of theory: the ωB97M-V functional and the def2-TZVPD basis

XYZ file:
```
117
Properties=species:S:1:pos:R:3
C 3.8962 -1.1664 4.1791
O 5.2457 -0.5771 4.2164
C 5.9917 -0.8630 2.9571
C 5.4172 -0.0556 1.6469
C 6.5584 0.3242 0.5231
C 6.0256 0.2173 -1.0385
C 5.2580 1.5771 -1.5734
C 4.3859 1.3263 -2.9724
C 2.9768 2.2276 -2.9978
C 2.0312 1.5921 -1.8101
C 0.4242 1.9136 -1.9753
N -0.0894 2.2460 -0.5758
C -0.3751 3.6891 -0.1283
I -0.0197 5.4602 -1.4308
C -0.9791 4.0707 1.3813
C -1.3083 5.6155 1.8470
C -2.1844 5.7410 3.2301
C -1.2804 5.8964 4.5990
Cl -3.2513 7.2879 3.0854
C -1.2414 2.8606 2.4666
C -0.8728 1.3302 1.9457
C -1.0905 0.1202 3.0549
C -0.0606 0.4999 4.3168
O -0.6848 1.3659 5.3309
C -0.3120 1.0641 0.3920
C 0.0075 -0.5065 0.0306
C -1.3056 -1.4902 0.0062
C -2.8627 -1.0129 -0.2650
C -4.0497 -2.1852 -0.2070
C -3.7153 -3.7920 0.1082
C -2.1538 -4.2725 0.3698
C -1.7940 -5.8644 0.7218
C -1.0021 -3.1077 0.3059
H 3.1485 -0.2726 3.9310
H 3.5364 -1.6205 5.2113
H 3.8379 -1.9573 3.2952
H 7.1170 -0.5667 3.1901
H 5.9618 -2.0431 2.8044
H 4.9667 0.9708 2.0511
H 4.5477 -0.7293 1.1956
H 7.1013 1.3559 0.7357
H 7.4109 -0.5006 0.6322
H 5.3574 -0.7578 -1.1490
H 6.9855 0.0496 -1.7154
H 4.5846 2.0269 -0.6990
H 6.1190 2.3858 -1.7453
H 4.1353 0.1590 -2.9646
H 5.0450 1.4943 -3.9354
H 3.3085 3.3408 -2.8069
H 2.4657 2.1063 -4.0694
H 2.2831 0.4287 -1.7836
H 2.3966 2.0046 -0.7560
H -0.0654 0.9004 -2.3749
H 0.1765 2.7217 -2.7839
H -1.8176 6.2102 0.9515
H -0.2769 6.1765 2.0567
H -2.9464 4.8588 3.4080
H -0.1648 6.2103 4.3471
H -1.2389 4.8566 5.1725
H -1.6817 6.7367 5.3377
H -1.6556 3.0128 3.5531
H -2.2243 0.1610 3.3665
H -0.7437 -0.9358 2.6827
H 0.3583 -0.5180 4.7274
H 0.8455 1.0620 3.8057
H 0.0214 2.0787 5.5113
H 0.5938 -0.6785 -0.9661
H 0.7098 -0.9177 0.9039
H -3.1134 0.1343 -0.4687
H -5.2073 -1.9392 -0.3547
H -4.5813 -4.6076 0.1752
H -2.7368 -6.3726 1.2463
H -0.9095 -5.9513 1.5151
H -1.4710 -6.4826 -0.2182
H 0.1190 -3.4571 0.4988
C -9.4278 -5.4964 -0.8376
C -9.3074 -5.3447 -2.3427
O -8.5056 -4.2003 -2.6725
C -7.1467 -4.3811 -2.6259
O -6.6088 -5.4429 -2.3211
C -6.4192 -3.1055 -3.0464
F -6.9409 -1.9862 -2.4669
F -6.4812 -2.8996 -4.3932
F -5.0951 -3.1153 -2.7234
H -9.8071 -4.5736 -0.3870
H -10.1029 -6.3186 -0.5840
H -8.4531 -5.6955 -0.3815
H -10.2994 -5.1719 -2.7732
H -8.9070 -6.2512 -2.8107
C 12.5713 -1.6968 2.1309
C 13.0619 -1.3774 0.7308
O 12.0389 -1.6530 -0.2380
C 11.0824 -0.6831 -0.3991
O 11.0652 0.3711 0.2319
C 10.0904 -1.0812 -1.4904
F 9.6817 -2.3782 -1.3830
F 10.6230 -0.9533 -2.7395
F 8.9557 -0.3261 -1.4813
H 12.2078 -2.7280 2.1852
H 13.3737 -1.5644 2.8620
H 11.7351 -1.0498 2.4135
H 13.9128 -2.0217 0.4858
H 13.4090 -0.3410 0.6496
C -7.8930 0.7412 -4.3045
C -8.0376 1.5443 -3.0251
O -8.9387 2.6450 -3.2187
C -10.2762 2.3528 -3.1349
O -10.7172 1.2277 -2.9126
C -11.1155 3.6172 -3.3091
F -10.6890 4.3938 -4.3464
F -11.0820 4.4120 -2.2012
F -12.4312 3.3554 -3.5501
H -7.5921 1.3896 -5.1337
H -7.1468 -0.0491 -4.1833
H -8.8430 0.2796 -4.5905
H -7.0679 1.9725 -2.7506
H -8.3610 0.9165 -2.1869
```

* net charge: +1
* 2S+1: 1
* electronic energy: -3870.6562 Eh
* HOMO-LUMO gap: 6.3828 eV

Here are the Mulliken charges for atoms 1 to 5, given in e: C -0.40; O -0.43; C -0.56; C -0.08; C -0.46

2.
Formula: C40H58BFeGeN8O2S
Source: the Open Molecules 2025 dataset
Level of theory: the ωB97M-V functional and the def2-TZVPD basis

XYZ file:
```
112
Properties=species:S:1:pos:R:3
Fe 0.3607 -0.1031 -0.8785
C -0.5188 0.6891 4.6416
C -0.7508 -0.5205 3.8093
C -0.4820 -1.8450 4.1350
C -0.8701 -2.5689 3.0336
N -1.3268 -1.7532 2.0815
N -1.2611 -0.4933 2.5717
B -1.5945 -2.4072 0.6159
N -2.2864 -1.4877 -0.3857
C -3.5250 -1.6886 -0.8743
C -3.8114 -0.6961 -1.7754
C -2.6702 0.1118 -1.7988
C -2.4547 1.3695 -2.5563
N -1.7511 -0.3760 -0.9581
N -0.2442 -2.9066 0.0722
C 0.4583 -3.9921 0.4455
C 1.6401 -4.0195 -0.2550
C 1.6040 -2.8749 -1.0596
C 2.5922 -2.4077 -2.0637
N 0.4680 -2.2145 -0.8504
N -2.4772 -3.5991 0.8781
C -2.5736 -4.7556 0.1707
C -3.6881 -5.4218 0.6035
C -4.2462 -4.5825 1.5912
C -5.4845 -4.7973 2.3910
N -3.5195 -3.4914 1.7386
H -1.0295 0.5889 5.5971
H -0.8662 1.5994 4.1683
H 0.5470 0.7850 4.8470
H -0.0752 -2.2164 5.0545
H -0.8547 -3.6284 2.8735
H -4.1177 -2.5184 -0.5469
H -4.7114 -0.5676 -2.3385
H -3.2222 1.4873 -3.3194
H -1.4845 1.3862 -3.0387
H -2.5043 2.2326 -1.8896
H 0.0649 -4.6960 1.1533
H 2.4022 -4.7694 -0.2148
H 2.6610 -3.1194 -2.8876
H 3.5808 -2.3097 -1.6201
H 2.2982 -1.4435 -2.4725
H -1.8656 -5.0084 -0.5920
H -4.0492 -6.3732 0.2694
H -5.7321 -5.8548 2.4419
H -6.3298 -4.2760 1.9409
H -5.3567 -4.4174 3.3999
C -3.7730 2.0540 4.2100
Ge -3.7777 1.0624 2.5158
C -4.5167 2.1742 1.0822
C -4.7169 -0.6358 2.6653
C -1.8873 0.6580 1.9415
H -4.7822 2.4098 4.4028
H -3.1196 2.9226 4.1597
H -3.4750 1.4347 5.0505
H -5.3262 2.7901 1.4626
H -4.9081 1.5511 0.2835
H -3.7586 2.8395 0.6626
H -5.7355 -0.4626 3.0015
H -4.2334 -1.3156 3.3614
H -4.7523 -1.1331 1.7010
H -1.2295 1.5125 2.0910
H -1.9230 0.4640 0.8744
C 0.9117 -0.1485 -4.5442
C 1.7083 1.1540 -4.6127
C 3.1359 0.9874 -4.0972
C 1.0206 2.3245 -3.9515
C 0.6358 3.4107 -4.7230
C 0.0612 4.5401 -4.1544
C -0.1177 4.5898 -2.7805
C 0.2435 3.5225 -1.9728
C 0.0849 3.5812 -0.4670
C 1.2160 4.4058 0.1498
C -1.2783 4.1162 -0.0258
C 0.7973 2.3831 -2.5669
O 1.0940 1.3545 -1.7879
H 1.4452 -0.9427 -5.0647
H -0.0627 -0.0385 -5.0150
H 0.7541 -0.4804 -3.5092
H 1.7842 1.4139 -5.6733
H 3.1413 0.7787 -3.0280
H 3.7080 1.8980 -4.2623
H 3.6373 0.1733 -4.6165
H 0.7966 3.3720 -5.7911
H -0.2316 5.3737 -4.7727
H -0.5467 5.4738 -2.3340
H 0.1743 2.5483 -0.0956
H 1.1455 5.4423 -0.1766
H 2.1877 4.0268 -0.1608
H 1.1661 4.3941 1.2365
H -1.4047 5.1610 -0.2952
H -1.3850 4.0496 1.0555
H -2.0929 3.5551 -0.4904
C 8.2497 -1.4186 -0.2992
C 6.8978 -0.8105 -0.0893
C 5.9474 -1.4360 0.7148
C 4.7018 -0.8697 0.9203
C 4.4034 0.3379 0.3054
C 5.3245 0.9724 -0.5155
C 6.5683 0.3945 -0.7032
S 2.8349 1.1355 0.5550
C 3.0259 1.5783 2.2891
O 1.8098 0.0057 0.6139
H 8.3559 -2.3488 0.2522
H 9.0304 -0.7345 0.0308
H 8.4215 -1.6252 -1.3536
H 6.1872 -2.3819 1.1822
H 3.9573 -1.3690 1.5238
H 5.0637 1.8934 -1.0162
H 7.2883 0.8780 -1.3464
H 3.1491 0.6692 2.8705
H 2.1310 2.1120 2.5898
H 3.8948 2.2224 2.3874
```

* net charge: +1
* relative energy (zero: lowest compared OMol25 entry of this formula, charge and spin): 0.000 eV
* 2S+1: 5
* electronic energy: -5911.1803 Eh
* HOMO-LUMO gap (spin up / spin down): 7.8482 / 7.9015 eV

Here are the Mulliken charges for atoms 1 to 5, given in e: Fe 0.75; C -1.60; C 0.81; C -1.89; C -0.28

3.
Formula: C40H58BrCoN4O3
Source: the Open Molecules 2025 dataset
Level of theory: the ωB97M-V functional and the def2-TZVPD basis

XYZ file:
```
107
Properties=species:S:1:pos:R:3
Co 0.7023 -0.5269 -0.8080
C 1.3895 1.2622 6.4903
C 0.4129 1.5127 5.3421
C -0.9789 1.0098 5.7589
C 0.3517 3.0235 5.0797
C 0.8073 0.7818 4.0625
C 0.0726 1.0169 2.8991
C 0.3816 0.3278 1.7421
N -0.2188 0.3931 0.5174
C -1.3296 1.0216 0.0702
C -2.3397 1.6311 0.8233
C -3.4036 2.2227 0.1781
C -3.4541 2.2020 -1.2425
C -2.5241 1.6050 -2.0499
C -1.4214 0.9748 -1.3826
O -0.4889 0.3496 -2.0085
C -2.7450 1.6446 -3.5677
C -4.0946 0.9828 -3.8832
C -2.7793 3.1137 -4.0138
C -1.6813 0.9319 -4.4085
C -4.5382 2.9024 0.9343
C -4.3506 2.8273 2.4484
C -4.5902 4.3813 0.5218
C -5.8657 2.2187 0.5749
C 1.5259 -0.5761 1.7206
O 1.8384 -1.0924 0.5927
C 2.2530 -0.8531 2.9236
C 1.8616 -0.1557 4.0423
C 3.4239 -1.8340 3.0403
C 3.1252 -2.8221 4.1795
C 4.6893 -1.0337 3.3767
C 3.7049 -2.6695 1.7866
H 1.0844 1.8504 7.3558
H 2.4080 1.5567 6.2321
H 1.4008 0.2156 6.7980
H -1.2973 1.5112 6.6741
H -0.9701 -0.0650 5.9452
H -1.7238 1.2119 4.9883
H 0.1024 3.5452 6.0042
H -0.4089 3.2857 4.3446
H 1.3107 3.4032 4.7249
H -0.7237 1.7414 2.9094
H -2.3066 1.6015 1.8979
H -4.3016 2.6830 -1.7107
H -4.9299 1.4974 -3.4095
H -4.1066 -0.0565 -3.5496
H -4.2675 0.9968 -4.9606
H -3.5767 3.6736 -3.5253
H -2.9471 3.1680 -5.0906
H -1.8338 3.6109 -3.7927
H -1.6175 -0.1306 -4.1792
H -0.6903 1.3611 -4.2768
H -1.9621 1.0378 -5.4583
H -3.4375 3.3305 2.7732
H -4.3260 1.7961 2.8059
H -5.1880 3.3236 2.9393
H -3.6553 4.8886 0.7639
H -5.3983 4.8858 1.0533
H -4.7719 4.5007 -0.5460
H -5.8502 1.1631 0.8498
H -6.0881 2.2868 -0.4896
H -6.6830 2.6983 1.1151
H 2.4017 -0.3234 4.9604
H 3.0180 -2.3328 5.1465
H 3.9465 -3.5350 4.2642
H 2.2107 -3.3829 3.9800
H 4.5820 -0.4775 4.3081
H 4.9246 -0.3219 2.5838
H 5.5375 -1.7111 3.4866
H 2.8328 -3.2408 1.4710
H 4.5038 -3.3727 2.0303
H 4.0274 -2.0614 0.9441
C -1.8835 -3.7643 -4.2837
C -1.6906 -3.5687 -2.8082
C -2.3769 -4.3122 -1.8558
C -2.1688 -4.0707 -0.5115
C -1.2696 -3.0759 -0.1614
Br -1.0052 -2.7542 1.6852
N -0.5983 -2.3489 -1.0382
C -0.8130 -2.6063 -2.3361
H -2.4574 -4.6663 -4.4887
H -0.9265 -3.8494 -4.7984
H -2.4194 -2.9221 -4.7243
H -3.0742 -5.0817 -2.1628
H -2.6866 -4.6307 0.2523
H -0.2437 -1.9958 -3.0242
C 3.4915 -3.4750 -2.1383
N 3.8171 -2.2484 -2.8447
C 5.1448 -2.1914 -3.4387
C 5.2157 -1.0891 -4.4708
C 4.7253 0.1998 -3.8489
N 3.3983 0.0061 -3.2772
C 2.5585 1.1841 -3.1739
C 3.0009 -1.1715 -2.7459
O 1.8944 -1.2963 -2.1770
H 3.4700 -4.3110 -2.8398
H 2.5248 -3.3787 -1.6568
H 4.2474 -3.6793 -1.3755
H 5.3499 -3.1651 -3.8862
H 5.8935 -2.0319 -2.6530
H 4.5896 -1.3411 -5.3294
H 6.2390 -0.9727 -4.8265
H 4.6444 0.9872 -4.5990
H 5.4190 0.5552 -3.0783
H 2.5132 1.6785 -4.1462
H 2.9642 1.8929 -2.4469
H 1.5461 0.9077 -2.8931
```

* net charge: +1
* relative energy (zero: lowest compared OMol25 entry of this formula, charge and spin): 0.516 eV
* 2S+1: 4
* electronic energy: -5960.4152 Eh
* HOMO-LUMO gap (spin up / spin down): 7.7786 / 5.6727 eV

Here are the Mulliken charges for atoms 1 to 5, given in e: Co 0.05; C -2.23; C 1.82; C -1.39; C -1.55